[1]
Molecular formula: C32H38I2N3O2ScSi
Method: DFT, wB97M-V/def2-TZVPD

Structure (XYZ):
```
79
Properties=species:S:1:pos:R:3
Sc -0.99777 0.41121 -0.39569
C -3.07117 1.33154 -4.35990
C -2.67041 1.37378 -2.87054
O -1.60360 0.75097 -2.42958
C -3.51540 2.11662 -2.02318
C -3.51475 2.27211 -0.62380
C -4.32883 3.41885 -0.08038
N -2.73842 1.48864 0.13233
N -2.89122 1.60466 1.54540
C -1.87241 1.12091 2.17361
O -0.83032 0.47924 1.59521
C -1.76710 1.22588 3.65246
C -0.63253 0.70206 4.25003
C -0.48315 0.87216 5.60500
C -1.42036 1.53150 6.38120
C -2.57776 2.00183 5.79813
C -2.82149 1.71407 4.44888
H -2.51788 2.01314 -5.05644
H -4.14334 1.53958 -4.39113
H -2.85713 0.31496 -4.84779
H -4.29874 2.69672 -2.50916
H -4.27339 3.34831 1.03927
H -5.36650 3.15449 -0.41158
H -4.04527 4.44803 -0.44475
H 0.12562 0.28530 3.54725
H 0.37862 0.39187 6.06493
H -1.33437 1.63579 7.50733
H -3.35193 2.52378 6.38198
H -3.77284 1.86136 4.01564
I -0.19069 4.70819 0.50219
C 1.75430 4.54303 1.48209
I 2.42123 4.70409 3.61010
H 2.31301 5.30716 0.98352
H 2.05889 3.49508 1.23542
C 1.01591 0.96543 -0.70925
Si 2.07456 -0.63163 -0.70519
C 0.97768 -1.87430 0.18213
N -0.45221 -2.00281 -0.21340
C -0.65226 -2.33437 -1.62762
C -1.78802 -3.32086 -1.92037
C -3.01947 -3.17243 -1.02099
C -2.63777 -2.90839 0.46156
C -1.13833 -2.79837 0.77125
C 3.62366 -0.62024 0.36491
C 4.87686 -0.29725 -0.15018
C 6.04124 -0.29299 0.68305
C 5.89648 -0.60581 2.01386
C 4.61310 -0.73126 2.57624
C 3.47759 -0.72310 1.77964
C 2.38897 -1.02201 -2.48717
C 3.34132 -2.01312 -2.79632
C 3.67625 -2.34468 -4.07904
C 3.08448 -1.64577 -5.16767
C 2.14122 -0.69300 -4.85001
C 1.67488 -0.44321 -3.56058
H 1.50765 1.44778 -1.54057
H 1.29963 1.65724 0.12654
H 0.94824 -1.65101 1.25362
H 1.38902 -2.86733 0.16218
H 0.21401 -2.88580 -2.01117
H -0.79917 -1.39549 -2.22257
H -1.40729 -4.36237 -1.88831
H -2.11518 -3.30579 -3.00564
H -3.55823 -4.16490 -1.12270
H -3.74241 -2.41083 -1.39545
H -3.05952 -3.70108 1.13750
H -3.08870 -1.99266 0.80064
H -0.68458 -3.87553 0.82652
H -0.97173 -2.35829 1.76718
H 5.02325 -0.08707 -1.20188
H 6.99116 -0.03187 0.21936
H 6.83525 -0.60082 2.69024
H 4.56413 -0.91427 3.66401
H 2.49484 -0.63823 2.33822
H 3.85015 -2.55285 -1.99203
H 4.29200 -3.20366 -4.26161
H 3.22922 -1.87936 -6.18927
H 1.76807 -0.10931 -5.72304
H 0.64114 0.00677 -3.48470
```

As for the total energy: -87146.085 eV. The calculation puts the relative energy (zero: lowest compared OMol25 entry of this formula, charge and spin) at 0.383 eV. The molecular weight is 823.53 g/mol. The spin multiplicity is 1. The HOMO energy is -7.7 eV. For the LUMO energy, the calculation gives -0.0187 hartree.

These are the Mulliken partial charges, in e, on atoms 1 to 6: -0.287 -1.404 0.680 -0.201 -0.927 0.481

---

[2]
Molecular formula: C32H38N4OSc
Method: DFT, wB97M-V/def2-TZVPD

Structure (XYZ):
```
76
Properties=species:S:1:pos:R:3
Sc 8.90085 10.38116 8.29086
C 11.03942 7.62380 8.10861
C 10.39402 7.11336 6.77056
C 9.36522 8.03422 6.10761
N 8.47757 8.73442 7.02947
C 7.27848 8.23842 7.48562
C 7.00826 6.86281 7.69899
C 5.80742 6.16593 7.72105
C 4.49288 6.61647 7.39691
C 4.16217 7.95896 7.40836
C 4.91957 9.05189 7.81917
C 6.30498 9.24917 7.74482
N 6.85622 10.52071 7.92562
C 6.06098 11.75948 8.01544
C 6.58115 12.73117 9.07140
C 7.91965 13.41966 8.68662
N 9.03971 12.51946 8.40251
C 10.19955 13.02219 7.92763
C 10.25731 14.33949 7.44116
C 11.38749 15.02817 7.02656
C 12.71420 14.80559 7.33525
C 13.29704 13.69706 7.96928
C 12.70288 12.45118 8.17326
C 11.35060 12.04729 7.92978
N 11.01151 10.75436 7.81652
C 12.01128 9.83934 7.20425
C 12.26724 8.52382 7.92509
H 11.44912 6.71113 8.55956
H 10.29720 8.04600 8.84571
H 9.97682 6.10825 6.91526
H 11.16775 6.93608 5.99554
H 8.77252 7.39626 5.42983
H 9.88475 8.81770 5.59313
H 7.89811 6.23090 7.90170
H 5.91240 5.12831 8.00158
H 3.74522 5.89343 7.22366
H 3.13147 8.20850 7.19021
H 4.34349 9.97053 8.11400
H 4.99118 11.58712 8.10693
H 6.10864 12.28192 7.03278
H 6.77741 12.20785 10.04018
H 5.90544 13.53454 9.27551
H 8.23165 14.15043 9.44531
H 7.69485 14.09183 7.82807
H 9.32943 14.90820 7.39268
H 11.19713 15.92573 6.44392
H 13.34258 15.62611 7.14294
H 14.31635 13.86933 8.31956
H 13.26881 11.63829 8.67418
H 12.93783 10.36704 7.13834
H 11.68536 9.56141 6.19057
H 12.67916 8.87520 8.87643
H 13.09167 8.03032 7.36733
C 10.55573 9.75150 16.59692
C 10.00210 9.85658 15.18560
C 10.88407 10.04245 14.10123
C 10.40585 10.10969 12.77496
C 11.42965 10.32889 11.69357
C 9.00401 9.73412 12.48322
C 8.52121 9.43250 11.16757
O 9.14983 9.56102 10.05271
C 8.12992 9.79800 13.62740
C 6.62424 9.69766 13.41644
C 8.61240 9.76552 14.91073
H 10.09566 10.32836 17.36324
H 11.66806 9.91960 16.69649
H 10.33412 8.75955 16.96816
H 12.02045 10.10901 14.22371
H 12.30753 10.77193 12.18890
H 11.10829 11.05860 10.97284
H 11.74656 9.38580 11.25604
H 7.54876 8.96108 11.21535
H 6.31392 8.81830 12.77851
H 6.18891 10.65452 13.13888
H 6.14539 9.44477 14.39726
H 7.85571 9.67170 15.67372
```

As for the total energy: -62503.468 eV. Its charge is +1. The calculation puts the relative energy (zero: lowest compared OMol25 entry of this formula, charge and spin) at 1.725 eV. The molecular weight is 539.64 g/mol. The spin multiplicity is 1. The HOMO energy is -9.6 eV. For the LUMO energy, the calculation gives -0.1477 hartree.

These are the Mulliken partial charges, in e, on atoms 1 to 6: -0.461 0.526 -0.726 -1.117 0.052 1.266